No. 1
Here is a 5-piece molecular cluster, C5H21N3O4 overall in a non-equilibrium geometry from OMol25. Energies are from the ωB97M-V functional and the def2-TZVPD basis.

Its HOMO energy is -7.53 eV. For the energy relative to the best compared isomer or geometry (same formula, charge and spin), the calculation gives 0.0 kcal per mole. As for the SMILES: C[C@H](N)C/C(N)=C/N.O.O.O.O. For the HOMO-LUMO gap, the calculation gives 7.972 eV. Its charge is 0.

Bonds (Å) are listed after each position.
Positions of all 33 atoms, in Å:
1 C -2.41210 -1.65262 -1.75135  C2 1.524, H9 1.094, H10 1.090, H11 1.105
2 C -1.38759 -1.01759 -0.81857  C1 1.524, N3 1.460, C4 1.545, H12 1.095
3 N -1.05219 -1.93464 0.26691  C2 1.460, H13 1.009, H14 1.014
4 C -1.98351 0.30350 -0.28382  C2 1.545, C5 1.501, H15 1.090, H16 1.106
5 C -0.93014 1.14315 0.37769  C4 1.501, N6 1.418, C7 1.341
6 N 0.33541 1.11542 -0.26035  C5 1.418, H17 1.019, H18 1.013
7 C -1.25282 1.98539 1.36940  C5 1.341, N8 1.405, H19 1.086
8 N -0.39339 2.98080 1.86370  C7 1.405, H20 1.016, H21 1.014
9 H -2.01661 -2.08596 -2.67431  C1 1.094
10 H -3.28242 -1.07743 -2.06732  C1 1.090
11 H -2.86856 -2.52133 -1.24418  C1 1.105
12 H -0.46072 -0.84091 -1.37458  C2 1.095
13 H -1.80905 -2.57096 0.46748  N3 1.009
14 H -0.78969 -1.42018 1.09998  N3 1.014
15 H -2.84178 0.11211 0.35997  C4 1.090
16 H -2.48094 0.89795 -1.07252  C4 1.106
17 H 0.12960 1.09800 -1.25777  N6 1.019
18 H 0.97794 1.87880 -0.08627  N6 1.013
19 H -2.22655 2.04093 1.84770  C7 1.086
20 H 0.59911 2.78031 1.78209  N8 1.016
21 H -0.56532 3.31028 2.80671  N8 1.014
22 O 2.04301 1.34194 2.06845  H23 0.943, H24 0.971
23 H 1.27076 0.81164 1.96039  O22 0.943
24 H 2.85027 0.99805 1.65185  O22 0.971
25 O 1.83248 -1.56724 0.30049  H26 0.968, H27 0.978
26 H 1.40488 -0.71806 0.11894  O25 0.968
27 H 1.02461 -2.10398 0.42242  O25 0.978
28 O 1.37058 -1.06017 -2.64757  H29 0.968, H30 0.965
29 H 1.63304 -0.71093 -1.78325  O28 0.968
30 H 2.22735 -1.02583 -3.08977  O28 0.965
31 O 3.75678 0.09555 0.71308  H32 0.972, H33 0.944
32 H 3.26020 -0.63406 1.12103  O31 0.972
33 H 4.03736 0.04808 -0.18663  O31 0.944

No. 2
Here is a 5-piece molecular cluster, C5H21NO5S overall in a non-equilibrium geometry from OMol25. Energies are from the ωB97M-V functional and the def2-TZVPD basis.

Its HOMO energy is -9.09 eV. For the energy relative to the best compared isomer or geometry (same formula, charge and spin), the calculation gives 18.5 kcal per mole. As for the SMILES: OCCCNCCS.O.O.O.O. For the HOMO-LUMO gap, the calculation gives 9.215 eV. Its charge is 0.

Bonds (Å) are listed after each position.
Positions of all 33 atoms, in Å:
1 O 1.59002 3.20477 -1.66291  C2 1.459, H9 0.959
2 C 0.88141 2.18090 -0.90202  O1 1.459, C3 1.514, H10 1.085, H11 1.084
3 C 0.23921 1.23020 -1.88923  C2 1.514, C4 1.553, H12 1.090, H13 1.088
4 C 1.12537 0.00594 -2.24794  C3 1.553, N5 1.456, H14 1.102, H15 1.094
5 N 1.82159 -0.51165 -1.07855  C4 1.456, C6 1.470, H16 1.010
6 C 0.94703 -1.24615 -0.15242  N5 1.470, C7 1.513, H17 1.087, H18 1.093
7 C 1.65377 -1.35405 1.18066  C6 1.513, S8 1.832, H19 1.087, H20 1.092
8 S 0.56746 -2.09326 2.45682  C7 1.832, H21 1.328
9 H 2.52284 2.98358 -1.64409  O1 0.959
10 H 0.15733 2.71820 -0.29938  C2 1.085
11 H 1.67557 1.71830 -0.32644  C2 1.084
12 H 0.14512 1.76888 -2.83219  C3 1.090
13 H -0.76219 0.87250 -1.65964  C3 1.088
14 H 0.53093 -0.74216 -2.79723  C4 1.102
15 H 1.91377 0.25133 -2.96585  C4 1.094
16 H 2.68358 -0.98335 -1.31249  N5 1.010
17 H 0.08054 -0.59109 -0.10284  C6 1.087
18 H 0.71278 -2.23713 -0.55051  C6 1.093
19 H 2.16914 -0.46051 1.52246  C7 1.087
20 H 2.43462 -2.11254 1.09506  C7 1.092
21 H -0.62397 -1.61287 2.11864  S8 1.328
22 O -2.24633 -1.61457 0.75929  H23 0.961, H24 0.963
23 H -2.94635 -1.19515 1.26636  O22 0.961
24 H -2.51730 -2.49573 0.48210  O22 0.963
25 O -1.21605 2.62051 2.70290  H26 0.970, H27 0.970
26 H -2.08969 2.20562 2.62634  O25 0.970
27 H -0.70874 1.82272 2.91834  O25 0.970
28 O -2.19054 -1.62300 -2.63989  H29 0.957, H30 0.960
29 H -2.70921 -1.19254 -1.96077  O28 0.957
30 H -1.33893 -1.20182 -2.77475  O28 0.960
31 O -2.02683 1.17885 0.56550  H32 0.972, H33 0.960
32 H -1.30663 1.67156 0.99422  O31 0.972
33 H -1.75834 0.29317 0.31126  O31 0.960

No. 3
Here is a 6-piece molecular cluster, C5H21NO7 overall in a non-equilibrium geometry from OMol25. Energies are from the ωB97M-V functional and the def2-TZVPD basis.

Its HOMO energy is -2.71 eV. For the energy relative to the best compared isomer or geometry (same formula, charge and spin), the calculation gives 48.4 kcal per mole. For the HOMO-LUMO gap, the calculation gives 8.031 eV. Its charge is -2.

Bonds (Å) are listed after each position.
Positions of all 34 atoms, in Å:
1 C 0.92070 0.05704 -0.49019  N2 1.450, C5 1.525, H9 1.180, H10 1.136
2 N 0.49705 -0.50087 -1.75994  C1 1.450, C3 1.572, H11 1.116
3 C -0.59550 0.27107 -2.58551  N2 1.572, O4 1.386, H12 1.147, H13 1.130
4 O -0.27350 1.58315 -2.89713  C3 1.386, H29 1.102
5 C -0.17435 0.44985 0.49578  C1 1.525, C6 1.590, H14 1.076, H15 1.229
6 C -0.13447 0.07156 2.03978  C5 1.590, C7 1.447, H16 1.095, H17 1.190
7 C -0.81740 0.99042 2.92480  C6 1.447, O8 1.369, H18 1.065, H19 1.141
8 O -0.89580 0.38965 4.15201  C7 1.369, H27 1.166
9 H 1.51599 1.07319 -0.55958  C1 1.180
10 H 1.48896 -0.84130 -0.08830  C1 1.136
11 H 1.38665 -0.46516 -2.43219  N2 1.116
12 H -0.90137 -0.31890 -3.51984  C3 1.147
13 H -1.27950 0.53643 -1.72642  C3 1.130
14 H -1.14485 0.30722 0.05461  C5 1.076
15 H -0.02009 1.65683 0.67182  C5 1.229
16 H 0.91431 -0.04973 2.32912  C6 1.095
17 H -0.67267 -0.98008 2.18369  C6 1.190
18 H -0.17751 1.80051 3.18622  C7 1.065
19 H -1.92017 1.19932 2.71880  C7 1.141
20 H -3.40865 -1.66726 3.62317  O22 1.165
21 H -4.89418 -0.97690 3.62739  O22 0.914
22 O -4.50810 -1.71030 3.24101  H20 1.165, H21 0.914
23 H 1.20494 -3.24024 -2.36676  O25 0.936
24 H 2.18533 -2.84686 -3.31528  O25 0.908
25 O 1.79824 -3.60262 -2.99344  H23 0.936, H24 0.908
26 H -1.56605 -2.29544 4.21837  O28 0.909
27 H -1.44922 -0.63515 4.21529  O8 1.166
28 O -2.22243 -1.72539 4.48303  H26 0.909
29 H 0.64171 1.74751 -3.48824  O4 1.102
30 H 2.23851 0.79616 -4.29072  O31 0.928
31 O 2.02925 1.69085 -4.16412  H30 0.928
32 H 4.03419 2.81942 -2.64545  O34 1.011
33 H 2.76200 2.09924 -2.83964  O34 1.098
34 O 3.43798 2.31679 -2.00212  H32 1.011, H33 1.098

No. 4
Here is a 6-piece molecular cluster, C5H21O6 overall in a non-equilibrium geometry from OMol25. Energies are from the ωB97M-V functional and the def2-TZVPD basis.

Its HOMO energy is -6.04 eV. For the energy relative to the best compared isomer or geometry (same formula, charge and spin), the calculation gives 64.7 kcal per mole. For the HOMO-LUMO gap, the calculation gives 9.627 eV. Its charge is -1.

Bonds (Å) are listed after each position.
Positions of all 32 atoms, in Å:
1 C 1.48965 1.00720 -1.76066  O2 1.393, C3 1.554, H7 1.083, H8 1.114
2 O 1.96149 1.41666 -0.51575  C1 1.393, H21 0.989
3 C -0.05156 0.98609 -1.95907  C1 1.554, C4 1.529, H9 0.996, H10 1.129
4 C -0.74337 0.94339 -0.59623  C3 1.529, C5 1.535, H11 1.109, H12 1.092
5 C -2.17614 0.47228 -0.88118  C4 1.535, C6 1.534, H13 1.189, H14 1.080
6 C -2.68778 -0.16247 0.41869  C5 1.534, H15 1.125, H16 1.075, H17 1.164
7 H 2.06913 1.65646 -2.40495  C1 1.083
8 H 2.00444 0.06214 -2.04682  C1 1.114
9 H -0.39335 0.30807 -2.60300  C3 0.996
10 H -0.33164 1.96621 -2.44500  C3 1.129
11 H -0.79940 1.95105 -0.13572  C4 1.109
12 H -0.18047 0.16795 -0.07242  C4 1.092
13 H -2.23838 -0.31563 -1.76926  C5 1.189
14 H -2.84431 1.26638 -1.18041  C5 1.080
15 H -3.65140 -0.72302 0.27101  C6 1.125
16 H -2.82110 0.62435 1.13819  C6 1.075
17 H -1.64328 -0.45083 0.84334  C6 1.164
18 H 0.30170 -2.21372 1.27078  O20 0.927
19 H 1.24960 -1.09811 0.52211  O20 1.106
20 O 0.85749 -2.13227 0.53306  H18 0.927, H19 1.106
21 H 1.74747 0.75527 0.18753  O2 0.989
22 H 2.52696 0.20238 2.02340  O23 0.881
23 O 1.81290 -0.08543 1.59465  H22 0.881
24 H -0.41243 -1.45205 2.78810  O26 0.895
25 H 0.99508 -1.05893 2.50395  O26 0.919
26 O 0.41502 -1.40665 3.12659  H24 0.895, H25 0.919
27 H 0.67464 1.24880 2.06959  O29 1.033
28 H -0.44069 1.02644 3.07554  O29 0.898
29 O -0.20428 1.63033 2.45429  H27 1.033, H28 0.898
30 H 1.49849 -1.60373 -2.45880  O32 0.954
31 H 0.95888 -2.53926 -1.51811  O32 0.964
32 O 1.05666 -2.44936 -2.47341  H30 0.954, H31 0.964